Density functional theory data (ωB97M-V/def2-TZVPD) for a molecular structure, C6H13NO2 at a distorted geometry.

```
22
Properties=species:S:1:pos:R:3:forces:R:3:lowdin_charge:R:1
O 0.212 -0.737 2.320 0.0 -0.2 0.0 -0.105
O 1.329 -0.925 -1.201 -0.2 -0.5 2.3 -0.037
N 1.376 1.251 0.950 0.4 0.3 0.3 0.074
C -0.521 -2.336 0.643 0.7 0.2 -0.5 -0.089
C 0.696 0.094 -1.782 -1.3 0.7 0.2 -0.176
C 0.031 1.029 -1.068 0.3 -0.3 -0.7 -0.279
C -0.428 -0.865 1.047 -0.9 1.7 1.0 -0.322
C 0.134 0.981 0.396 -0.1 -2.1 0.4 -0.211
C -0.839 2.077 -1.698 0.1 0.0 0.0 -0.061
H -1.175 -2.885 1.332 -0.1 0.2 -0.1 0.080
H -0.657 1.500 0.934 0.0 -0.2 -0.1 0.132
H 0.459 -2.814 0.674 0.0 -0.1 0.0 0.080
H 1.418 1.026 1.938 0.0 0.0 -0.1 0.085
H 0.602 0.025 -2.862 0.2 0.1 0.0 0.125
H 2.161 0.838 0.464 -0.1 0.0 -0.1 0.097
H -1.470 -0.535 1.163 0.1 0.0 -0.2 0.106
H -0.150 -1.395 2.926 0.1 0.0 -0.1 0.089
H -1.868 2.007 -1.332 0.0 0.0 0.0 0.079
H 0.917 -0.967 -0.220 0.9 0.2 -2.3 0.096
H -0.890 -2.414 -0.379 -0.2 -0.2 0.0 0.082
H -0.854 1.963 -2.783 0.0 0.0 0.0 0.075
H -0.482 3.082 -1.464 0.0 0.0 0.0 0.079
```
Forces are in eV/Å.

For the gap between HOMO and LUMO, the calculation gives 8.82 eV. The calculation puts the energy above the lowest of the compared OMol25 structures with the same formula, charge and spin at 3.4730 eV. For the HOMO energy, the calculation gives -8.09 eV. As for the molar mass: 131.2 u.